(1)
{
  "formula": "CH3N3O2S",
  "method": "wB97M-V/def2-TZVPD",
  "symbols": ["C", "N", "N", "N", "O", "O", "S", "H", "H", "H"],
  "xyz": [[-2.009, 0.033, 0.750], [3.593, 1.404, -0.884], [3.662, 1.915, -1.841], [-1.341, -0.298, -0.229], [1.613, -0.593, -0.589], [0.484, -1.392, 1.462], [0.533, -1.379, 0.010], [-3.045, 0.477, 0.669], [-1.842, -0.189, 1.806], [-1.648, 0.022, -1.155]],
  "atomic_forces_ev_per_a": [[-3.8, 0.7, 1.7], [0.1, -0.1, 0.4], [0.0, 0.2, -0.4], [1.2, 0.7, -1.6], [-1.5, -0.3, 0.6], [-0.2, 0.3, -0.5], [2.1, -0.9, 0.0], [1.1, 0.0, -0.4], [1.1, -0.3, -0.3], [-0.1, -0.3, 0.5]],
  "lowdin_charge": [-0.059, 0.011, 0.014, -0.066, -0.507, -0.473, 0.782, 0.102, 0.086, 0.111],
  "relative_energy_kcal_mol": 2.1,
  "multiplicity": 1,
  "fmax_ev_per_a": 4.2
}


(2)
{
  "formula": "CH3N3O2Si",
  "method": "wB97M-V/def2-TZVPD",
  "symbols": ["N", "C", "Si", "N", "N", "O", "O", "H", "H", "H"],
  "xyz": [[1.664, -2.474, -0.231], [1.060, -1.501, -0.283], [-0.066, -0.096, -0.701], [0.987, 1.375, 0.096], [-1.445, -0.332, 0.624], [-1.362, -0.282, 1.850], [-2.546, -0.482, 0.073], [-0.870, -0.008, -1.850], [1.936, 1.389, 0.361], [0.642, 2.412, 0.060]],
  "atomic_forces_ev_per_a": [[0.3, -0.2, 0.2], [-0.7, 0.2, -1.0], [3.1, 3.2, 5.2], [-4.6, 0.3, -2.3], [-1.4, 0.2, 1.0], [0.9, -0.1, -1.6], [0.9, 0.0, -0.3], [-0.2, 0.1, -1.2], [1.1, -0.7, 0.0], [0.6, -2.9, -0.1]],
  "lowdin_charge": [0.106, -0.293, 0.775, -0.111, -0.456, 0.014, -0.049, -0.018, -0.028, 0.059],
  "relative_energy_kcal_mol": 31.3,
  "multiplicity": 1,
  "smiles": "N#C[Si@H](N)[N+](=O)[O-]",
  "fmax_ev_per_a": 6.8
}


(3)
{
  "formula": "CH3N3O3",
  "method": "wB97M-V/def2-TZVPD",
  "symbols": ["H", "N", "N", "O", "N", "O", "C", "O", "H", "H"],
  "xyz": [[-1.011, 1.691, -2.053], [-0.087, 1.366, -1.822], [-0.241, 0.516, -0.990], [-1.283, -0.224, -0.789], [0.877, 0.139, -0.345], [0.799, -1.191, 0.129], [-0.064, -1.468, 1.115], [-0.707, -0.681, 1.698], [1.679, 0.160, -1.009], [-0.044, -2.550, 1.204]],
  "atomic_forces_ev_per_a": [[-0.5, 0.0, -0.7], [0.7, 3.5, -1.5], [-3.8, -5.2, 0.4], [1.5, 2.2, -0.2], [2.3, -0.9, 1.7], [1.3, 0.2, -1.9], [-0.1, 0.1, 0.0], [-0.6, 0.5, 1.3], [-0.8, 0.0, 0.8], [0.0, -0.4, 0.3]],
  "lowdin_charge": [0.095, 0.171, -0.411, -0.016, 0.090, -0.004, -0.368, 0.119, 0.176, 0.148],
  "relative_energy_kcal_mol": 68.4,
  "multiplicity": 1,
  "smiles": "[H]/N=[N+](\\[O-])NOC=O",
  "fmax_ev_per_a": 6.5
}


(4)
{
  "formula": "CH3N3OS",
  "method": "wB97M-V/def2-TZVPD",
  "symbols": ["C", "N", "N", "N", "O", "S", "H", "H", "H"],
  "xyz": [[-0.807, -0.343, 0.187], [0.856, 1.355, -0.091], [1.634, 0.543, 0.359], [-0.483, 1.030, -0.035], [1.257, -1.692, -0.787], [0.939, -1.148, 0.512], [-1.394, -0.370, 1.130], [-1.111, -1.042, -0.575], [-0.891, 1.668, -0.699]],
  "atomic_forces_ev_per_a": [[1.4, -0.4, 2.1], [-0.7, 0.8, -1.4], [1.9, -2.0, 2.7], [-0.9, 1.9, -0.4], [-0.1, -1.7, -0.8], [-0.3, 2.5, -0.7], [0.1, -0.6, -0.7], [-0.6, 0.3, -0.7], [-0.9, -0.8, -0.2]],
  "lowdin_charge": [-0.284, -0.143, -0.202, -0.110, -0.490, 0.952, 0.088, 0.068, 0.121],
  "relative_energy_kcal_mol": 70.6,
  "multiplicity": 3,
  "fmax_ev_per_a": 3.9
}


(5)
{
  "formula": "CH3N4O",
  "method": "wB97M-V/def2-TZVPD",
  "symbols": ["C", "N", "N", "N", "N", "O", "H", "H", "H"],
  "xyz": [[1.038, 0.238, 2.590], [-0.474, 0.161, -3.034], [-0.973, 0.432, -0.885], [-0.730, 0.249, -1.964], [0.459, -0.474, 1.796], [1.633, 0.930, 3.286], [-0.617, -0.451, -3.756], [-0.407, 0.350, -0.025], [0.070, -1.435, 1.992]],
  "atomic_forces_ev_per_a": [[0.4, -0.5, 0.7], [1.8, 2.2, -4.1], [-1.5, 1.1, 3.3], [0.1, -0.8, 2.8], [-1.5, -1.6, -1.2], [0.1, 0.5, 0.1], [-0.6, -2.3, -2.1], [0.4, -0.5, 0.5], [0.8, 1.8, 0.0]],
  "lowdin_charge": [-0.382, 0.375, 0.346, -0.107, 0.120, 0.235, 0.150, 0.131, 0.132],
  "relative_energy_kcal_mol": 40.0,
  "total_charge": 1,
  "multiplicity": 1,
  "fmax_ev_per_a": 5.0
}


(6)
{
  "formula": "CH3N4O",
  "method": "wB97M-V/def2-TZVPD",
  "symbols": ["C", "N", "N", "N", "N", "O", "H", "H", "H"],
  "xyz": [[0.448, -1.379, 0.934], [-0.150, 1.002, -2.221], [-0.492, 1.084, 0.040], [-0.232, 0.947, -1.087], [-0.127, -0.678, 1.758], [0.909, -1.795, -0.055], [0.268, 1.379, -3.053], [-0.271, 0.528, 0.932], [-0.353, -1.089, 2.752]],
  "atomic_forces_ev_per_a": [[0.8, -0.9, -2.6], [0.2, 0.0, -7.4], [-1.8, 4.0, 3.7], [1.0, -3.5, 3.1], [-0.4, -1.6, 3.6], [-0.5, 0.3, 1.9], [0.2, 1.1, -0.3], [-0.1, -0.6, 0.5], [0.5, 1.3, -2.5]],
  "lowdin_charge": [-0.314, 0.318, 0.293, -0.089, 0.143, 0.232, 0.164, 0.046, 0.207],
  "relative_energy_kcal_mol": 38.4,
  "total_charge": 1,
  "multiplicity": 3,
  "fmax_ev_per_a": 7.4
}


(7)
{
  "formula": "CH3N4O5S",
  "method": "wB97M-V/def2-TZVPD",
  "symbols": ["H", "N", "C", "N", "N", "N", "O", "O", "S", "O", "O", "O", "H", "H"],
  "xyz": [[1.636, -1.720, -0.998], [2.038, -0.870, -0.462], [1.136, -0.142, 0.090], [1.349, 0.906, 0.981], [-0.330, -0.399, 0.160], [-0.865, -1.600, -0.232], [-0.166, -2.426, -0.785], [-2.036, -1.857, 0.124], [-1.259, 1.112, -0.235], [-1.461, 1.749, 1.047], [-0.203, 1.722, -1.113], [-2.348, 0.649, -0.976], [1.994, 1.662, 0.863], [0.513, 1.214, 1.536]],
  "atomic_forces_ev_per_a": [[0.6, 2.4, 1.2], [-1.3, -0.4, -0.4], [0.0, -1.3, 0.4], [-1.1, -0.3, 1.3], [0.6, 0.0, -0.3], [-1.7, -0.7, 1.4], [0.2, -0.1, -0.4], [1.8, 1.0, -0.6], [4.2, 2.0, -1.6], [-0.2, -0.3, -0.3], [-2.1, -0.4, 1.8], [-2.6, -0.8, -0.7], [0.4, -0.3, -0.7], [1.2, -0.5, -1.1]],
  "lowdin_charge": [0.060, 0.099, -0.500, 0.090, -0.033, -0.409, 0.025, 0.028, 0.466, -0.338, -0.370, -0.289, 0.088, 0.082],
  "relative_energy_kcal_mol": 0.0,
  "total_charge": -1,
  "multiplicity": 1,
  "smiles": "[H]/N=C(/N)N([N+](=O)[O-])S(=O)(=O)[O-]",
  "fmax_ev_per_a": 5.0
}


(8)
{
  "formula": "CH3N4Si",
  "method": "wB97M-V/def2-TZVPD",
  "symbols": ["C", "N", "N", "N", "N", "Si", "H", "H", "H"],
  "xyz": [[0.228, -0.492, 0.281], [0.343, -0.020, 2.413], [0.919, -0.434, 1.314], [-1.549, 0.331, 1.235], [-0.925, 0.332, 2.270], [0.373, -0.021, -1.492], [-1.080, 0.022, -2.059], [0.688, -1.007, -2.488], [1.002, 1.290, -1.475]],
  "atomic_forces_ev_per_a": [[-2.2, 0.8, -1.4], [1.4, 0.2, 3.6], [0.1, -0.2, -1.3], [2.7, -1.2, -1.1], [-1.7, 0.5, -0.4], [-2.8, -0.4, 1.3], [0.8, 0.6, 0.6], [1.4, -0.6, -0.6], [0.4, 0.4, -0.6]],
  "lowdin_charge": [-0.434, -0.211, -0.173, -0.005, -0.311, 0.478, -0.088, -0.150, -0.106],
  "relative_energy_kcal_mol": 81.8,
  "total_charge": -1,
  "multiplicity": 1,
  "fmax_ev_per_a": 3.8
}


(9)
{
  "formula": "CH3N5",
  "method": "wB97M-V/def2-TZVPD",
  "symbols": ["H", "N", "C", "N", "N", "N", "N", "H", "H"],
  "xyz": [[-1.959, 1.351, 0.751], [-1.547, 1.320, -0.164], [-0.687, 0.445, -0.060], [0.225, 0.138, -1.143], [1.063, -0.664, -0.795], [1.143, -0.711, 0.626], [-0.184, -0.422, 1.056], [1.335, -1.819, 0.561], [-0.155, 0.170, 1.984]],
  "atomic_forces_ev_per_a": [[-1.0, 0.6, 0.5], [-1.0, 0.4, 0.4], [3.6, -1.6, 0.3], [-2.4, -0.1, -1.2], [1.9, 1.6, 0.6], [0.1, -4.9, -1.1], [-0.7, 2.9, 1.3], [-0.7, 2.7, 1.6], [0.1, -1.6, -2.5]],
  "lowdin_charge": [0.048, 0.157, -0.464, 0.049, -0.034, -0.086, -0.002, 0.165, 0.166],
  "relative_energy_kcal_mol": 57.1,
  "multiplicity": 1,
  "smiles": "[H]/N=c1/nn[nH][nH]1",
  "fmax_ev_per_a": 5.0
}


(10)
{
  "formula": "CH3N5O",
  "method": "wB97M-V/def2-TZVPD",
  "symbols": ["C", "N", "N", "N", "N", "N", "O", "H", "H", "H"],
  "xyz": [[-0.682, -0.630, 0.069], [0.516, -0.338, -0.350], [1.587, -0.728, -0.113], [2.622, -1.101, 0.179], [-1.560, 0.583, 0.606], [-1.528, 1.613, 0.029], [-1.256, -1.617, 0.110], [3.515, -1.639, 0.012], [-0.935, 1.633, -0.863], [-2.279, 2.224, 0.320]],
  "atomic_forces_ev_per_a": [[-5.0, -0.4, 3.1], [3.2, 2.9, -1.7], [2.7, -2.3, 1.0], [-1.4, 1.1, -0.5], [2.6, -7.9, 2.2], [0.7, 6.7, -4.1], [-0.5, -2.8, -0.4], [-0.6, 0.2, -0.1], [-1.4, 1.0, 1.0], [-0.4, 1.5, -0.6]],
  "lowdin_charge": [-0.361, 0.287, 0.108, 0.484, 0.254, 0.169, 0.354, 0.270, 0.231, 0.204],
  "relative_energy_kcal_mol": 24.4,
  "total_charge": 2,
  "multiplicity": 3,
  "fmax_ev_per_a": 8.6
}


multiplicity of number 5 (CH3N4O)?
1